# 1
The following is a quantum chemistry calculation of C35H62BN11O2PtS as an isolated structure, from the Open Molecules 2025 dataset.

Energy relative to the best compared isomer or geometry (same formula, charge and spin)   0.0 kcal/mol
E_HOMO   -12.627 eV
Total charge   +2
E_LUMO   -6.56 eV
Kohn-Sham gap   0.2229 hartree

Geometry as XYZ:
```
113
Properties=species:S:1:pos:R:3:forces:R:3
Pt 1.10877 0.25264 0.01436 -0.069 0.269 -0.109
C 2.83606 1.95190 4.75232 -0.005 -0.009 0.000
C 1.91339 1.19544 3.85967 0.034 0.049 -0.014
C 0.77850 0.49193 4.19837 -0.013 -0.007 0.046
C 0.24842 -0.06235 3.03782 0.025 0.084 -0.011
N 1.07465 0.31910 2.02131 -0.129 -0.046 0.205
N 2.08142 1.08069 2.54000 0.012 -0.012 -0.050
B 3.17524 1.75169 1.68281 0.047 -0.010 0.024
N 2.54173 2.79418 0.74703 0.002 -0.005 0.035
N 1.74677 2.44423 -0.31046 -0.102 -0.018 0.012
C 1.43310 3.57893 -0.95590 0.014 -0.010 -0.057
C 2.00146 4.66037 -0.27913 0.004 -0.005 -0.022
C 2.69676 4.12875 0.78670 0.022 0.002 -0.002
C 3.50538 4.84244 1.81687 -0.011 -0.009 -0.004
C 0.78890 3.65552 -2.32784 0.007 0.021 0.021
C 1.86894 3.29270 -3.35787 0.025 -0.007 -0.012
C -0.40842 2.72711 -2.51073 0.005 -0.062 -0.025
C 0.31460 5.08748 -2.59652 0.004 -0.001 0.006
N 3.86434 0.65362 0.82470 0.001 0.053 -0.010
N 3.08036 0.06432 -0.10061 0.040 -0.082 0.030
C 3.81553 -0.36740 -1.12265 0.085 -0.002 -0.029
C 5.15302 -0.12311 -0.79997 -0.020 0.019 -0.027
C 5.14458 0.54580 0.41495 -0.009 -0.031 0.009
C 6.28202 1.11072 1.19208 -0.012 -0.001 -0.002
C 3.18883 -0.87113 -2.39723 0.002 -0.003 -0.030
C 1.70490 -0.43221 -2.49436 0.037 0.078 0.028
C 3.27211 -2.40200 -2.48793 -0.005 -0.022 0.036
C 3.97045 -0.26000 -3.57090 0.013 -0.043 -0.006
C -1.03099 -0.90269 3.11787 0.046 -0.037 -0.034
C -2.24593 0.03116 3.24435 0.000 -0.004 0.000
C -1.29378 -1.89510 1.99359 -0.014 -0.005 0.009
C -0.94779 -1.73728 4.41227 -0.031 -0.017 0.021
H 2.49186 1.86202 5.77973 -0.002 -0.002 0.001
H 2.86184 3.00912 4.49128 -0.004 -0.007 -0.003
H 3.85248 1.56483 4.69332 -0.001 0.001 0.003
H 0.38716 0.38624 5.19388 0.011 -0.004 -0.028
H 3.97062 2.26392 2.39884 -0.003 -0.010 -0.005
H 1.94677 5.70223 -0.53898 -0.002 0.000 -0.008
H 3.48909 5.90997 1.61128 0.000 0.000 -0.001
H 4.54363 4.51094 1.81517 -0.004 0.000 -0.001
H 3.10286 4.68592 2.81773 -0.002 0.002 -0.007
H 2.23171 2.27453 -3.20469 0.006 0.021 -0.007
H 2.72252 3.96652 -3.27686 -0.001 -0.005 -0.003
H 1.46782 3.36807 -4.37036 0.003 -0.002 0.003
H -0.16277 1.67485 -2.36224 -0.014 0.052 0.000
H -0.78648 2.83005 -3.52961 0.004 -0.008 0.006
H -1.21469 3.00363 -1.83337 -0.059 0.007 0.050
H 1.14536 5.79167 -2.60929 0.005 -0.001 -0.001
H -0.40434 5.41877 -1.84474 0.003 -0.004 -0.002
H -0.16561 5.13560 -3.57449 -0.005 -0.002 0.004
H 6.02180 -0.36739 -1.38677 -0.007 0.013 -0.003
H 7.22287 0.81114 0.73742 0.001 -0.001 0.000
H 6.26660 0.75882 2.22289 -0.001 0.002 0.001
H 6.24074 2.20022 1.20666 -0.001 0.001 -0.003
H 1.00110 -1.23379 -2.31569 -0.032 0.004 -0.015
H 1.47076 -0.01335 -3.47678 0.011 0.023 0.020
H 1.47238 0.51006 -1.88695 -0.010 -0.099 0.024
H 2.73392 -2.89350 -1.67592 0.031 0.007 -0.053
H 4.31222 -2.72593 -2.45812 0.002 0.001 0.003
H 2.84005 -2.74242 -3.42989 -0.003 -0.004 0.002
H 3.97717 0.82901 -3.52735 -0.016 0.017 0.003
H 3.52229 -0.57214 -4.51501 0.001 0.002 0.005
H 5.00381 -0.60525 -3.56648 -0.001 0.002 -0.004
H -2.50276 0.49174 2.29106 0.007 -0.024 0.009
H -2.07890 0.81930 3.97816 0.003 0.012 -0.013
H -3.10698 -0.55858 3.56372 0.002 0.002 0.003
H -1.38997 -1.43649 1.01706 0.009 0.014 -0.033
H -2.24278 -2.39217 2.19675 -0.019 -0.005 -0.026
H -0.54714 -2.68649 1.95213 0.007 -0.007 0.003
H -0.99814 -1.12446 5.31052 0.000 -0.019 -0.014
H -0.03391 -2.33220 4.44682 -0.006 0.007 0.002
H -1.79787 -2.41938 4.44066 0.009 -0.001 0.002
C -6.11719 -6.40412 -1.70912 -0.003 -0.004 -0.002
C -5.41798 -5.49885 -2.71587 0.011 0.002 0.005
N -4.12424 -5.00525 -2.25275 -0.008 -0.014 0.023
C -3.91046 -4.01806 -1.37533 0.028 -0.040 0.013
S -2.31773 -3.69467 -0.86311 -0.131 -0.042 -0.088
N -4.98979 -3.33290 -0.95321 0.018 0.027 -0.040
C -4.97482 -2.32231 0.09342 -0.014 -0.061 0.064
C -5.30392 -2.90159 1.46064 0.033 0.014 0.042
H -7.07206 -6.74305 -2.10994 0.004 0.003 0.002
H -6.30885 -5.89605 -0.76254 0.002 0.000 -0.001
H -5.50639 -7.28064 -1.49639 -0.001 0.001 0.001
H -6.04584 -4.64893 -2.99659 0.002 -0.001 -0.002
H -5.22932 -6.04287 -3.63941 0.000 0.001 -0.005
H -3.29266 -5.50618 -2.51957 0.003 -0.005 0.001
H -5.89531 -3.70148 -1.19845 -0.006 0.027 -0.021
H -5.69152 -1.54393 -0.17954 -0.025 -0.039 0.004
H -3.97636 -1.88888 0.09535 0.055 0.039 0.012
H -6.28820 -3.37158 1.46561 0.001 0.006 -0.014
H -5.31136 -2.11582 2.21857 0.012 -0.015 -0.013
H -4.56392 -3.65333 1.74008 -0.006 0.017 -0.011
C 1.95313 -2.44988 1.17948 0.018 0.005 -0.064
C 1.04222 -1.79582 0.17568 0.046 -0.265 0.110
O 0.40964 -2.37102 -0.64149 -0.111 0.035 0.040
H 1.59484 -3.46249 1.35445 0.007 -0.009 -0.004
H 2.03721 -1.88762 2.10277 -0.016 -0.005 0.014
H 2.94399 -2.50198 0.72061 0.005 0.002 0.003
C -4.20250 1.18141 -1.39833 0.003 -0.015 -0.019
N -2.95245 1.25757 -0.66213 0.016 0.038 -0.004
C -2.65142 2.30152 0.29505 0.006 -0.020 0.009
C -1.25278 1.92515 0.74435 -0.019 0.008 -0.018
O -0.56951 2.52666 1.52051 -0.013 0.017 -0.004
N -0.89773 0.74438 0.06046 0.084 0.079 0.088
C -1.91799 0.42463 -0.77290 -0.031 0.089 0.067
N -1.89329 -0.57062 -1.65108 -0.126 0.089 -0.462
H -4.98269 1.64892 -0.80220 0.000 0.009 0.003
H -4.48561 0.14124 -1.55895 0.014 0.018 0.011
H -4.13535 1.69894 -2.35675 0.004 -0.002 0.004
H -3.34249 2.28873 1.14001 0.002 0.001 -0.009
H -2.65608 3.30100 -0.14360 0.005 0.000 -0.021
H -1.57961 -1.51566 -1.42104 0.283 -0.067 0.255
H -2.65404 -0.59767 -2.31322 -0.078 -0.037 0.080
```
Positions in Å, forces in eV/Å.

Results of the Löwdin charge analysis, in e, for atoms 1 through 99: atom 1 (Pt): 1.48, atom 2 (C): 0.01, atom 3 (C): -0.22, atom 4 (C): 0.05, atom 5 (C): -0.17, atom 6 (N): -0.04, atom 7 (N): 0.06, atom 8 (B): -0.49, atom 9 (N): 0.04, atom 10 (N): 0.03, atom 11 (C): -0.22, atom 12 (C): 0.05, atom 13 (C): -0.24, atom 14 (C): 0.01, atom 15 (C): -0.53, atom 16 (C): -0.02, atom 17 (C): -0.03, atom 18 (C): -0.04, atom 19 (N): 0.07, atom 20 (N): -0.09, atom 21 (C): -0.21, atom 22 (C): 0.08, atom 23 (C): -0.22, atom 24 (C): 0.01, atom 25 (C): -0.49, atom 26 (C): -0.04, atom 27 (C): -0.01, atom 28 (C): -0.02, atom 29 (C): -0.49, atom 30 (C): -0.01, atom 31 (C): -0.07, atom 32 (C): -0.03, atom 33 (H): 0.10, atom 34 (H): 0.08, atom 35 (H): 0.10, atom 36 (H): 0.13, atom 37 (H): 0.12, atom 38 (H): 0.12, atom 39 (H): 0.09, atom 40 (H): 0.09, atom 41 (H): 0.08, atom 42 (H): 0.05, atom 43 (H): 0.10, atom 44 (H): 0.10, atom 45 (H): 0.04, atom 46 (H): 0.10, atom 47 (H): 0.07, atom 48 (H): 0.09, atom 49 (H): 0.10, atom 50 (H): 0.10, atom 51 (H): 0.13, atom 52 (H): 0.09, atom 53 (H): 0.10, atom 54 (H): 0.09, atom 55 (H): 0.06, atom 56 (H): 0.11, atom 57 (H): 0.03, atom 58 (H): 0.07, atom 59 (H): 0.10, atom 60 (H): 0.11, atom 61 (H): 0.09, atom 62 (H): 0.10, atom 63 (H): 0.09, atom 64 (H): 0.06, atom 65 (H): 0.10, atom 66 (H): 0.10, atom 67 (H): 0.03, atom 68 (H): 0.08, atom 69 (H): 0.08, atom 70 (H): 0.08, atom 71 (H): 0.10, atom 72 (H): 0.10, atom 73 (C): -0.07, atom 74 (C): -0.23, atom 75 (N): -0.01, atom 76 (C): -0.80, atom 77 (S): 0.67, atom 78 (N): 0.01, atom 79 (C): -0.27, atom 80 (C): -0.07, atom 81 (H): 0.08, atom 82 (H): 0.07, atom 83 (H): 0.08, atom 84 (H): 0.11, atom 85 (H): 0.12, atom 86 (H): 0.12, atom 87 (H): 0.12, atom 88 (H): 0.11, atom 89 (H): 0.05, atom 90 (H): 0.08, atom 91 (H): 0.07, atom 92 (H): 0.08, atom 93 (C): -0.01, atom 94 (C): -0.47, atom 95 (O): -0.01, atom 96 (H): 0.11, atom 97 (H): 0.08, atom 98 (H): 0.10, atom 99 (C): 0.01

=====

# 2
The following is a quantum chemistry calculation of C2H5N2 as an isolated structure, from the Open Molecules 2025 dataset.

Energy relative to the best compared isomer or geometry (same formula, charge and spin)   116.3 kcal/mol
E_HOMO (alpha / beta)   -14.930 / -14.974 eV
Total charge   +1
E_LUMO (alpha / beta)   -7.45 / -6.52 eV
Kohn-Sham gap (alpha / beta)   0.2748 / 0.3108 hartree

Geometry as XYZ:
```
9
Properties=species:S:1:pos:R:3:forces:R:3
C -0.03530 0.68585 0.24184 1.600 -1.445 1.308
C -0.72324 -0.12117 -0.69578 -0.917 -0.270 -1.456
N 1.97896 -0.22854 1.87441 -3.533 1.307 -2.502
N 1.77183 0.06416 0.75637 -1.246 0.418 1.231
H -0.11970 1.77658 0.28941 0.476 -0.215 -0.100
H -1.29046 0.56823 -1.31171 -0.464 -0.054 -0.323
H -1.39882 -0.96330 -0.40156 0.416 0.677 0.850
H -0.14844 -0.72412 -1.41754 0.725 0.374 0.260
H 2.86790 -0.40519 2.21619 2.944 -0.790 0.731
```
Positions in Å, forces in eV/Å.

Want to see where the charge sits? The natural (NBO) charges in e are: atom 1 (C): 0.36, atom 2 (C): -0.87, atom 3 (N): -0.17, atom 4 (N): 0.09, atom 5 (H): 0.21, atom 6 (H): 0.28, atom 7 (H): 0.34, atom 8 (H): 0.35, atom 9 (H): 0.41

=====

# 3
The following is a quantum chemistry calculation of an isolated ion of composition C4H13N2 and charge +1, from the Open Molecules 2025 dataset.

SMILES   C[C@@H](N)CC[NH3+]
Energy relative to the best compared isomer or geometry (same formula, charge and spin)   31.9 kcal/mol
E_HOMO   -14.322 eV
Total charge   +1
E_LUMO   -3.21 eV
Kohn-Sham gap   0.4085 hartree

Geometry as XYZ:
```
19
Properties=species:S:1:pos:R:3:forces:R:3
C 0.99322 0.48898 2.03086 -1.425 -0.547 0.619
C 0.31758 0.50445 0.62793 1.050 -0.409 0.278
N 1.35020 0.07952 -0.38593 -0.752 0.314 0.424
C -1.04459 -0.32461 0.51318 1.708 1.311 -2.013
C -1.27824 -0.83667 -0.95642 2.042 -1.264 1.091
N -0.62800 0.00511 -1.99691 -1.457 1.793 -0.730
H 2.04129 0.18677 2.11838 -0.132 -0.010 -0.730
H 0.41628 -0.27549 2.56813 0.345 0.295 0.508
H 0.92707 1.42623 2.59094 -0.274 -0.091 -0.251
H -0.02662 1.49686 0.41501 0.403 0.801 -0.383
H 1.84343 -0.68299 0.05935 0.255 -0.205 -0.444
H 2.02550 0.80965 -0.58075 0.111 0.106 0.425
H -1.77320 0.45417 0.69881 -0.612 -0.601 0.919
H -0.96014 -1.19787 1.14078 -0.754 -0.019 0.416
H -0.59743 -1.69822 -1.00374 -0.753 -0.314 -0.058
H -2.29142 -1.13337 -1.17272 -0.201 0.155 -0.238
H -0.42075 -0.45744 -2.88469 0.045 -0.336 0.393
H 0.26718 0.31902 -1.51232 0.562 -0.859 -0.447
H -1.16136 0.83592 -2.26989 -0.159 -0.121 0.221
```
Positions in Å, forces in eV/Å.

Want to see where the charge sits? The natural (NBO) charges in e are: atom 1 (C): -0.64, atom 2 (C): -0.05, atom 3 (N): -0.88, atom 4 (C): -0.42, atom 5 (C): -0.23, atom 6 (N): -0.71, atom 7 (H): 0.23, atom 8 (H): 0.22, atom 9 (H): 0.24, atom 10 (H): 0.20, atom 11 (H): 0.40, atom 12 (H): 0.40, atom 13 (H): 0.23, atom 14 (H): 0.24, atom 15 (H): 0.22, atom 16 (H): 0.24, atom 17 (H): 0.44, atom 18 (H): 0.46, atom 19 (H): 0.42

=====

# 4
The following is a quantum chemistry calculation of C3H4NiO2 as an isolated structure, from the Open Molecules 2025 dataset.

Energy relative to the best compared isomer or geometry (same formula, charge and spin)   0.0 kcal/mol
⟨S²⟩   2.010
E_HOMO (alpha / beta)   -8.505 / -8.579 eV
E_LUMO (alpha / beta)   -0.39 / -1.82 eV
Kohn-Sham gap (alpha / beta)   0.2982 / 0.2486 hartree
2S+1   3

Geometry as XYZ:
```
10
Properties=species:S:1:pos:R:3:forces:R:3
C -1.72903 -0.42370 0.98092 0.866 1.304 -1.015
C -2.02264 -0.39413 -0.34015 0.666 -4.354 0.880
O 0.93383 -0.01107 -0.20747 1.186 -0.020 1.384
C 2.10711 -0.02494 0.24370 -1.187 0.403 -1.674
O 2.16207 -1.19181 1.03997 -0.188 -1.288 0.960
H -2.00273 0.50801 1.50227 -0.144 -0.600 0.437
H -2.80422 0.21942 -0.80593 0.611 -0.248 -0.080
H 3.05347 -1.53177 1.16082 0.161 0.234 0.268
Ni 0.05442 -1.27398 1.28225 -0.604 1.374 -1.279
H -1.59875 -1.45402 -0.82554 -1.367 3.194 0.117
```
Positions in Å, forces in eV/Å.

Want to see where the charge sits? The natural (NBO) charges in e are: atom 1 (C): -0.66, atom 2 (C): -0.41, atom 3 (O): -0.73, atom 4 (C): 0.38, atom 5 (O): -0.88, atom 6 (H): 0.18, atom 7 (H): 0.21, atom 8 (H): 0.52, atom 9 (Ni): 1.22, atom 10 (H): 0.17

=====

# 5
The following is a quantum chemistry calculation of a 2-piece molecular cluster, C3H9NSi overall, from the Open Molecules 2025 dataset.

Energy relative to the best compared isomer or geometry (same formula, charge and spin)   71.2 kcal/mol
E_HOMO   -8.174 eV
E_LUMO   0.52 eV
Kohn-Sham gap   0.3194 hartree

Geometry as XYZ:
```
14
Properties=species:S:1:pos:R:3:forces:R:3
C 1.31855 -0.75576 1.30319 -1.662 0.964 -0.437
C 0.65810 0.48139 -1.92131 0.323 2.064 1.136
C -2.10251 0.98345 0.85066 1.576 -1.494 -4.299
N 0.83325 -1.46066 0.14586 -0.881 -3.281 -0.761
Si 0.15666 0.05265 -0.08331 -0.869 0.642 0.630
H 0.80701 -0.91465 2.26045 0.100 -0.025 -0.148
H 2.36724 -0.75201 1.37565 1.336 0.469 0.197
H 1.79786 0.37925 -1.88786 -1.459 0.784 -0.080
H 0.37699 -0.33346 -2.58166 -0.599 0.097 -0.014
H 0.22514 1.54498 -2.22601 1.280 -2.377 0.280
H -2.76716 1.10709 -0.04855 0.677 -0.570 0.828
H -2.43009 0.26947 1.52724 -0.566 -1.549 1.016
H -2.06059 1.90686 1.29186 0.883 2.298 1.137
H 0.81954 -2.50859 -0.00620 -0.140 1.978 0.515
```
Positions in Å, forces in eV/Å.

Want to see where the charge sits? The natural (NBO) charges in e are: atom 1 (C): -0.51, atom 2 (C): -1.09, atom 3 (C): -0.83, atom 4 (N): -1.10, atom 5 (Si): 1.48, atom 6 (H): 0.18, atom 7 (H): 0.18, atom 8 (H): 0.25, atom 9 (H): 0.24, atom 10 (H): 0.24, atom 11 (H): 0.20, atom 12 (H): 0.19, atom 13 (H): 0.18, atom 14 (H): 0.40